1.
DFT (wB97M-V/def2-TZVPD) results for a 5-piece molecular cluster, C34H41F9IOPS overall in a non-equilibrium geometry.

Its energy is -3331.2461 a.u. Its SMILES is CC[C@H](I)[PH2](CCC(F)(F)C(F)(F)S(F)(F)(F)(F)F)C[C@@H]1CO1.c1ccccc1.c1ccccc1.c1ccccc1.c1ccccc1. The value obtained for the HOMO-LUMO gap is 8.8740 eV. The HOMO energy is -8.50 eV.

Geometry (Å):
C (0.3488, -0.6793, 1.7237)
C (1.7727, -0.3753, 2.1875)
C (1.9428, 0.9254, 2.9695)
I (0.6477, 0.8801, 4.7014)
P (1.4718, 2.4599, 1.8018)
C (3.0074, 3.3892, 2.2709)
C (3.1253, 3.7874, 3.7479)
C (2.8555, 5.2702, 3.9864)
F (4.0527, 5.9210, 4.0043)
F (2.1446, 5.8487, 3.0031)
C (2.2286, 5.6061, 5.3776)
F (2.5442, 6.8435, 5.7127)
F (2.7731, 4.7894, 6.2666)
S (0.3337, 5.4797, 5.4986)
F (0.4028, 4.2254, 6.4529)
F (0.2930, 4.5026, 4.2457)
F (0.2218, 6.7316, 4.5396)
F (0.3370, 6.4283, 6.7636)
F (-1.2342, 5.4207, 5.5613)
C (0.8510, 3.7741, 0.5577)
C (-0.5631, 3.4152, 0.1010)
C (-0.7666, 2.1679, -0.6680)
O (-0.8189, 3.4964, -1.2767)
H (-0.1648, -1.3403, 2.4190)
H (-0.2729, 0.2139, 1.6421)
H (0.3363, -1.1655, 0.7486)
H (2.1098, -1.1900, 2.8306)
H (2.4618, -0.3525, 1.3391)
H (2.9630, 0.9741, 3.3459)
H (1.6171, 1.5592, 0.7217)
H (0.2688, 2.6327, 2.5307)
H (3.1117, 4.2423, 1.6073)
H (3.8263, 2.7094, 2.0341)
H (4.1522, 3.6373, 4.0740)
H (2.5116, 3.1722, 4.4017)
H (0.7953, 4.7510, 1.0436)
H (1.4495, 3.8151, -0.3531)
H (-1.3605, 3.7088, 0.7824)
H (-1.7593, 1.7543, -0.7838)
H (0.0920, 1.5928, -0.9893)
C (-2.8738, -2.0433, 0.1020)
C (-2.8503, -3.0550, 1.0521)
C (-3.2181, -4.3448, 0.6986)
C (-3.6149, -4.6230, -0.6020)
C (-3.6481, -3.6093, -1.5491)
C (-3.2752, -2.3187, -1.1974)
H (-2.5767, -1.0382, 0.3749)
H (-2.5383, -2.8382, 2.0662)
H (-3.1863, -5.1377, 1.4348)
H (-3.8927, -5.6319, -0.8782)
H (-3.9601, -3.8252, -2.5628)
H (-3.2941, -1.5277, -1.9365)
C (0.2149, -5.7712, 0.9250)
C (0.9454, -6.9417, 1.0765)
C (1.4186, -7.6138, -0.0422)
C (1.1593, -7.1159, -1.3117)
C (0.4249, -5.9475, -1.4625)
C (-0.0471, -5.2748, -0.3442)
H (-0.1522, -5.2439, 1.7970)
H (1.1460, -7.3309, 2.0665)
H (1.9893, -8.5259, 0.0755)
H (1.5296, -7.6393, -2.1839)
H (0.2185, -5.5609, -2.4524)
H (-0.6206, -4.3641, -0.4608)
C (3.7672, 2.3948, -1.3760)
C (4.3613, 1.1493, -1.2246)
C (4.6010, 0.3566, -2.3381)
C (4.2434, 0.8103, -3.6003)
C (3.6435, 2.0534, -3.7492)
C (3.4049, 2.8476, -2.6364)
H (3.5847, 3.0162, -0.5091)
H (4.6377, 0.7953, -0.2385)
H (5.0657, -0.6140, -2.2226)
H (4.4311, 0.1932, -4.4692)
H (3.3598, 2.4029, -4.7332)
H (2.9337, 3.8154, -2.7511)
C (-5.4990, -2.9948, -5.1234)
C (-5.8349, -3.1966, -6.4546)
C (-5.9528, -2.1119, -7.3122)
C (-5.7373, -0.8255, -6.8377)
C (-5.4074, -0.6235, -5.5050)
C (-5.2876, -1.7082, -4.6475)
H (-5.4040, -3.8424, -4.4568)
H (-6.0046, -4.1997, -6.8240)
H (-6.2127, -2.2691, -8.3509)
H (-5.8275, 0.0203, -7.5069)
H (-5.2439, 0.3801, -5.1340)
H (-5.0302, -1.5501, -3.6079)

=====

2.
DFT (wB97M-V/def2-TZVPD) results for C34H41N5OTeZn as an isolated structure.

As for the net charge: +1. Its energy is -3716.3972 a.u. As for the spin multiplicity: 2. The value obtained for the HOMO-LUMO gap (spin up / spin down) is 6.4730 / 7.3685 eV. As for the expectation value of S²: 0.759. The HOMO energy (spin up / spin down) is -9.03 / -10.25 eV.

Geometry (Å):
Zn (-1.4521, -1.1200, -0.3484)
C (-3.9899, 0.1326, -1.2014)
C (-3.2740, -0.1977, -2.5009)
N (-2.4267, -1.3919, -2.3421)
C (-3.1447, -2.6710, -2.3809)
C (-3.3212, -3.3202, -1.0197)
C (-4.0497, -4.4862, -0.8579)
C (-4.1643, -5.0196, 0.4161)
C (-3.5740, -4.3757, 1.4924)
C (-2.8617, -3.2125, 1.2555)
C (-2.1845, -2.4458, 2.3784)
N (-1.6781, -1.1390, 1.9677)
C (-2.5314, 0.0125, 2.2821)
C (-3.6117, 0.2016, 1.2296)
N (-3.0198, 0.3452, -0.1122)
N (-2.7401, -2.7271, 0.0209)
H (-4.6278, -0.7042, -0.9062)
H (-4.6429, 0.9978, -1.3430)
H (-2.6242, 0.6307, -2.7840)
H (-4.0072, -0.3312, -3.3026)
H (-1.7016, -1.3935, -3.0489)
H (-2.5998, -3.3661, -3.0230)
H (-4.1362, -2.5421, -2.8281)
H (-4.5174, -4.9622, -1.7083)
H (-4.7205, -5.9339, 0.5705)
H (-3.6625, -4.7658, 2.4966)
H (-1.3524, -3.0485, 2.7477)
H (-2.8974, -2.3570, 3.2066)
H (-0.7465, -0.9928, 2.3368)
H (-1.8911, 0.8967, 2.3109)
H (-3.0025, -0.0913, 3.2657)
H (-4.2369, 1.0616, 1.4860)
H (-4.2645, -0.6736, 1.2017)
H (-2.5978, 1.2674, -0.1993)
C (4.3781, 4.9287, 4.7263)
C (3.5783, 4.0689, 3.7881)
C (2.4767, 4.5750, 3.1095)
C (1.7329, 3.7946, 2.2324)
C (0.5781, 4.4423, 1.5101)
C (2.1144, 2.4619, 2.0336)
Te (0.8712, 1.2999, 0.6787)
N (0.3859, -0.6300, -0.4848)
C (1.5100, -1.3144, -0.7181)
O (2.6406, -0.9693, -0.3897)
C (1.4074, -2.5616, -1.5893)
C (0.3506, -3.4640, -1.5297)
C (0.3136, -4.5848, -2.3485)
C (1.3355, -4.8066, -3.2597)
C (2.4004, -3.9178, -3.3207)
C (2.4430, -2.8148, -2.4822)
C (1.8860, 1.9625, -1.0355)
C (3.2736, 1.9344, -1.0332)
C (3.9786, 2.4139, -2.1269)
C (3.2911, 2.9186, -3.2189)
C (1.9049, 2.9308, -3.2189)
C (1.1784, 2.4533, -2.1316)
C (-0.3242, 2.4672, -2.1831)
C (3.2073, 1.9194, 2.7096)
C (3.6590, 0.4884, 2.5810)
C (3.9221, 2.7437, 3.5758)
H (3.9557, 5.9289, 4.8060)
H (5.4088, 5.0260, 4.3837)
H (4.4079, 4.4932, 5.7257)
H (2.1910, 5.6096, 3.2603)
H (0.4932, 5.4862, 1.8072)
H (-0.3732, 3.9530, 1.7295)
H (0.7133, 4.4152, 0.4259)
H (-0.4339, -3.3356, -0.7955)
H (-0.5021, -5.2929, -2.2647)
H (1.3134, -5.6758, -3.9027)
H (3.2079, -4.0910, -4.0191)
H (3.2780, -2.1281, -2.5071)
H (3.8031, 1.5249, -0.1861)
H (5.0596, 2.3861, -2.1242)
H (3.8322, 3.2979, -4.0753)
H (1.3719, 3.3178, -4.0790)
H (-0.6690, 2.6868, -3.1934)
H (-0.7516, 3.2161, -1.5103)
H (-0.7116, 1.4889, -1.8873)
H (2.9979, -0.1256, 1.9741)
H (3.7412, 0.0375, 3.5713)
H (4.6513, 0.4378, 2.1280)
H (4.7747, 2.3260, 4.1005)

=====

3.
DFT (wB97M-V/def2-TZVPD) results for C34H42As2N2O2PbSi2 as an isolated structure in a non-equilibrium geometry.

As for the net charge: -2. Its energy is -6824.1794 a.u. For the energy above the lowest of the compared OMol25 structures with the same formula, charge and spin, the calculation gives 6.9 kcal per mole. The value obtained for the HOMO-LUMO gap is 5.3400 eV. The HOMO energy is -0.85 eV.

Geometry (Å):
Pb (-0.2658, 1.0829, 0.4505)
O (0.9152, 3.1026, -0.0205)
C (2.1275, 3.3875, -0.2879)
C (2.3911, 4.5977, -0.9936)
C (3.6456, 4.9877, -1.3905)
C (4.7478, 4.1930, -1.0966)
C (4.5443, 3.0368, -0.3728)
C (3.2885, 2.6150, 0.0668)
C (3.2834, 1.4667, 0.9360)
N (2.2594, 0.9396, 1.4859)
N (2.4337, -0.1541, 2.2807)
C (1.7674, -0.1690, 3.4245)
O (1.1264, 0.7377, 3.9818)
C (1.9332, -1.4677, 4.1776)
C (0.8978, -1.8803, 5.0141)
C (1.0375, -2.9828, 5.8313)
C (2.2360, -3.6797, 5.8600)
C (3.2802, -3.2724, 5.0426)
C (3.1286, -2.1839, 4.2007)
H (1.5326, 5.2194, -1.2182)
H (3.7822, 5.9181, -1.9366)
H (5.7439, 4.4967, -1.4004)
H (5.4053, 2.4272, -0.1195)
H (4.2871, 1.0760, 1.1844)
H (-0.0176, -1.3054, 5.0222)
H (0.2167, -3.2901, 6.4667)
H (2.3632, -4.5269, 6.5238)
H (4.2260, -3.8042, 5.0832)
H (3.9395, -1.8649, 3.5588)
C (-0.8227, -0.4988, -3.2705)
Si (-0.4980, 1.0881, -2.1895)
C (0.9522, 1.9228, -3.1614)
C (-1.9843, 2.2008, -2.7402)
C (-2.2327, 2.4410, -4.0886)
C (-3.2765, 3.2450, -4.5112)
C (-4.1094, 3.8245, -3.5695)
C (-3.8746, 3.5929, -2.2255)
C (-2.8196, 2.7993, -1.7863)
Si (-2.4696, 2.5482, 0.1054)
C (-4.2103, 1.8616, 0.6754)
C (-2.5062, 4.3824, 0.7346)
H (-0.7287, -0.3201, -4.3394)
H (-1.8262, -0.8785, -3.0844)
H (-0.1246, -1.2929, -3.0134)
H (0.8085, 1.9170, -4.2400)
H (1.8957, 1.4283, -2.9450)
H (1.0614, 2.9536, -2.8428)
H (-1.5912, 1.9926, -4.8368)
H (-3.4451, 3.4262, -5.5708)
H (-4.9368, 4.4542, -3.8873)
H (-4.5335, 4.0503, -1.4974)
H (-4.9863, 2.6210, 0.7487)
H (-4.1324, 1.3808, 1.6499)
H (-4.5492, 1.1088, -0.0345)
H (-3.3381, 4.9710, 0.3507)
H (-1.5853, 4.8661, 0.4282)
H (-2.5459, 4.4156, 1.8205)
C (-3.9974, -1.9110, 0.2850)
As (-2.0516, -1.4713, 0.4903)
C (-1.9146, -2.5202, 2.1706)
C (-1.3154, -2.8199, -0.7233)
C (-2.0910, -3.3834, -1.7318)
C (-1.5376, -4.2416, -2.6661)
C (-0.1947, -4.5632, -2.5866)
C (0.5788, -4.0101, -1.5825)
C (0.0491, -3.1231, -0.6567)
As (1.1735, -2.2409, 0.7246)
C (1.9215, -3.9640, 1.4189)
C (2.6769, -1.7771, -0.4464)
H (-4.3851, -1.5068, -0.6497)
H (-4.5332, -1.4193, 1.0991)
H (-4.1927, -2.9838, 0.3327)
H (-1.9936, -3.5941, 1.9796)
H (-2.7225, -2.2222, 2.8418)
H (-0.9646, -2.3191, 2.6650)
H (-3.1422, -3.1310, -1.8188)
H (-2.1472, -4.6614, -3.4577)
H (0.2516, -5.2266, -3.3203)
H (1.6309, -4.2710, -1.5348)
H (2.4673, -4.5277, 0.6624)
H (1.1058, -4.5839, 1.7988)
H (2.5925, -3.7419, 2.2460)
H (3.0127, -2.6047, -1.0742)
H (3.4997, -1.4450, 0.1832)
H (2.3780, -0.9425, -1.0795)